# 1
The following is a quantum chemistry calculation of a molecular structure, C33H50Br4Cl4K2MgN3O13, from the Open Molecules 2025 dataset.

Each line ends with the Mulliken charge.
Element x y z (Å)
1 C 5.073 0.261 4.594  -0.49
2 O 5.914 -0.127 3.413  -0.42
3 C 5.244 0.463 2.232  -0.09
4 C 6.253 0.803 0.980  -0.58
5 C 5.480 1.079 -0.456  -0.62
6 C 4.159 1.996 -0.106  0.00
7 C 3.452 2.708 -1.402  -0.35
8 C 3.322 4.339 -1.320  -0.48
9 C 2.876 4.934 0.141  -0.34
10 C 1.401 5.696 0.015  -0.27
11 C 0.797 5.988 1.537  -0.64
12 C -0.708 6.638 1.531  -0.67
13 C -1.924 5.548 1.352  -0.82
14 C -2.055 4.898 -0.148  -0.29
15 C -1.794 3.251 -0.087  0.38
16 N -0.751 2.672 0.858  0.36
17 C -0.417 1.201 1.009  -0.62
18 C -1.210 0.051 0.130  -0.08
19 C -0.736 -1.516 0.368  0.45
20 C 0.278 -2.132 -0.808  -0.78
21 C 0.919 -3.655 -0.759  -0.44
22 C 0.514 -4.586 0.556  -0.25
23 C -0.518 -3.990 1.724  -0.24
24 C -1.154 -2.446 1.662  -0.50
25 C -2.378 0.552 -0.906  0.39
26 C -3.226 -0.555 -1.794  0.40
27 C -4.683 -0.742 -0.999  -0.27
28 N -5.599 0.301 -1.074  -0.53
29 C -2.666 2.181 -1.031  -0.17
30 C -3.776 2.824 -2.067  -0.91
31 C -2.915 3.674 -3.213  -0.12
32 O -3.025 3.071 -4.569  -0.17
33 C -1.634 3.147 -5.114  0.13
34 O -0.958 2.083 -5.579  -0.36
35 H 5.259 -0.571 5.404  0.23
36 H 3.933 0.304 4.329  0.20
37 H 5.502 1.302 4.987  0.24
38 H 4.742 1.473 2.624  0.24
39 H 4.328 -0.223 1.897  0.14
40 H 6.985 -0.114 0.785  0.31
41 H 6.839 1.805 1.227  0.22
42 H 6.163 1.754 -1.164  0.32
43 H 5.144 0.088 -1.001  0.24
44 H 3.348 1.242 0.339  -0.12
45 H 4.485 2.738 0.749  0.21
46 H 2.433 2.149 -1.653  0.10
47 H 4.163 2.479 -2.333  0.27
48 H 4.304 4.838 -1.715  0.41
49 H 2.455 4.648 -2.081  0.07
50 H 3.683 5.752 0.445  0.22
51 H 2.749 4.138 0.989  0.17
52 H 1.570 6.751 -0.497  0.29
53 H 0.725 4.969 -0.617  -0.07
54 H 0.909 5.051 2.259  0.25
55 H 1.517 6.820 1.998  0.40
56 H -0.870 7.140 2.601  0.33
57 H -0.830 7.493 0.738  0.27
58 H -2.932 6.138 1.556  0.33
59 H -1.886 4.691 2.182  0.36
60 H -1.378 5.438 -0.946  0.33
61 H -3.177 5.078 -0.513  0.28
62 H -0.204 3.350 1.455  0.01
63 H 0.423 0.874 1.785  0.69
64 H 0.579 -1.436 -1.717  0.36
65 H 1.633 -4.002 -1.622  0.41
66 H 0.991 -5.655 0.599  0.33
67 H -0.742 -4.733 2.620  0.18
68 H -1.863 -2.021 2.509  0.28
69 H -3.374 -0.186 -2.899  -0.04
70 H -2.587 -1.557 -1.750  -0.53
71 H -4.969 -1.721 -0.400  0.36
72 H -6.472 0.069 -0.550  0.25
73 H -4.389 2.020 -2.671  0.33
74 H -4.456 3.568 -1.458  0.39
75 H -1.768 3.604 -2.919  0.13
76 H -3.225 4.818 -3.201  0.14
77 H -1.134 4.224 -5.068  0.36
78 O -0.716 -0.527 4.535  -0.61
79 H -1.417 -0.175 5.103  0.32
80 H -0.783 0.001 3.725  0.31
81 Br -1.272 -0.556 -3.421  -0.76
82 K 0.528 3.336 -5.843  0.92
83 O -1.070 -7.253 -0.838  -0.62
84 Cl -2.172 -7.445 0.084  1.64
85 O -1.659 -7.544 1.436  -0.67
86 O -2.878 -8.666 -0.255  -0.66
87 O -3.081 -6.320 -0.008  -0.63
88 Mg 0.528 0.275 -7.261  -0.01
89 C -4.803 -1.879 -5.631  -0.10
90 Cl -4.583 -2.901 -4.201  -0.09
91 Cl -6.483 -1.946 -6.191  -0.12
92 Cl -4.331 -0.208 -5.280  0.00
93 H -4.159 -2.258 -6.428  0.27
94 C -0.298 -6.680 4.785  -0.28
95 C -0.494 -7.763 5.832  0.64
96 O 0.561 -8.157 6.403  -0.35
97 O -1.690 -8.131 5.996  -0.37
98 H 0.757 -6.404 4.690  0.15
99 H -0.652 -7.035 3.813  0.12
100 H -0.865 -5.787 5.065  0.34
101 C -2.087 -6.228 -4.914  -0.48
102 Br -1.396 -4.909 -3.662  0.05
103 Br -2.937 -7.719 -3.998  0.04
104 Br -3.267 -5.423 -6.235  -0.04
105 H -1.228 -6.634 -5.458  0.40
106 N 2.917 -4.297 5.518  1.10
107 O 4.102 -3.935 5.601  -0.47
108 O 2.090 -3.916 6.363  -0.45
109 O 2.558 -5.040 4.590  -0.43
110 K -1.883 -3.072 -1.883  1.30

Atoms 1-2, force components in eV/Å:
1.07 -0.38 0.54
-2.43 1.46 -0.51

charge	+1
energy relative to the best compared isomer or geometry (same formula, charge and spin)	455.4	kcal/mol
frontier orbital gap	2.0	eV

---

# 2
The following is a quantum chemistry calculation of 2 unconnected molecules or ions with the total composition C3H10OS2, from the Open Molecules 2025 dataset.

Each line ends with the Mulliken charge.
Element x y z (Å)
1 C 0.452 0.729 2.441  -0.84
2 C -0.875 0.271 1.842  -0.63
3 S -1.152 0.604 0.106  -0.09
4 S 0.963 -0.487 -0.442  -0.17
5 C 1.052 -2.117 0.381  -0.70
6 H 0.492 0.395 3.496  0.26
7 H 1.310 0.430 1.868  0.35
8 H 0.328 1.844 2.492  0.26
9 H -1.659 0.846 2.375  0.40
10 H -1.167 -0.755 2.121  0.34
11 H 0.226 -2.475 0.997  0.26
12 H 1.923 -1.973 0.992  0.28
13 H 1.356 -2.918 -0.351  0.31
14 H -0.512 1.083 -2.884  0.29
15 H -0.098 0.073 -3.946  0.32
16 O -0.343 0.994 -3.823  -0.63

Atoms 1-2, force components in eV/Å:
-1.40 1.37 0.92
-1.06 -0.06 1.37

charge	0
SMILES	CCSSC.O
energy relative to the best compared isomer or geometry (same formula, charge and spin)	32.0	kcal/mol
frontier orbital gap	8.0	eV

---

# 3
The following is a quantum chemistry calculation of a molecular structure, C42H58N3O2P2SSi3Sr, from the Open Molecules 2025 dataset.

Each line ends with the Mulliken charge.
Element x y z (Å)
1 Sr -0.288 -0.133 -1.025  0.41
2 O -1.090 0.558 1.474  -0.35
3 P -2.333 1.401 1.445  0.70
4 C -2.641 1.961 -0.282  -0.47
5 P -3.159 1.049 -1.817  0.33
6 O -1.936 0.946 -2.691  -0.22
7 C -4.459 1.985 -2.612  0.46
8 C -4.536 1.838 -3.998  -0.62
9 C -5.531 2.491 -4.708  -0.75
10 C -6.441 3.301 -4.043  -0.48
11 C -6.356 3.464 -2.667  -0.95
12 C -5.368 2.808 -1.952  -0.06
13 C -3.762 -0.606 -1.438  1.23
14 C -4.675 -1.232 -2.282  -0.57
15 C -4.984 -2.568 -2.070  -0.86
16 C -4.386 -3.278 -1.036  -0.67
17 C -3.469 -2.662 -0.194  -1.40
18 C -3.154 -1.331 -0.411  0.60
19 C -3.792 0.568 2.061  1.23
20 C -5.069 0.775 1.548  -0.12
21 C -6.146 0.076 2.067  -0.80
22 C -5.948 -0.831 3.099  -0.55
23 C -4.675 -1.040 3.612  -0.88
24 C -3.594 -0.343 3.096  -0.67
25 C -2.148 2.931 2.360  0.54
26 C -3.144 3.907 2.375  -0.63
27 C -2.969 5.058 3.123  -0.77
28 C -1.807 5.229 3.866  -0.60
29 C -0.822 4.253 3.865  -0.72
30 C -0.989 3.099 3.111  -0.53
31 H -1.655 2.367 -0.568  0.00
32 H -3.278 2.852 -0.255  0.82
33 H -3.804 1.231 -4.516  0.46
34 H -5.587 2.377 -5.782  0.43
35 H -7.213 3.816 -4.600  0.41
36 H -7.055 4.109 -2.152  0.45
37 H -5.313 2.962 -0.882  0.18
38 H -5.147 -0.687 -3.091  0.51
39 H -5.701 -3.057 -2.715  0.44
40 H -4.648 -4.316 -0.881  0.46
41 H -2.996 -3.188 0.625  0.47
42 H -2.533 -0.801 0.308  0.09
43 H -5.234 1.462 0.728  0.31
44 H -7.137 0.232 1.662  0.47
45 H -6.789 -1.381 3.501  0.43
46 H -4.522 -1.754 4.411  0.45
47 H -2.594 -0.530 3.469  0.56
48 H -4.065 3.767 1.818  0.35
49 H -3.739 5.818 3.135  0.45
50 H -1.674 6.128 4.454  0.41
51 H 0.076 4.386 4.452  0.47
52 H -0.230 2.327 3.098  0.55
53 C 3.345 -3.526 -2.870  -1.15
54 Si 1.796 -2.520 -2.524  0.11
55 C 0.918 -3.493 -1.148  -0.73
56 C 0.642 -2.733 -4.006  -1.02
57 C 2.037 -0.763 -2.071  1.29
58 Si 2.403 0.330 -3.528  0.00
59 C 2.926 2.077 -3.036  -1.09
60 C 3.777 -0.332 -4.633  -1.11
61 C 0.913 0.596 -4.659  -0.78
62 Si 3.184 -0.468 -0.686  -0.44
63 C 5.023 -0.420 -1.073  -1.20
64 C 3.006 -1.625 0.796  -1.09
65 C 2.740 1.245 0.055  -0.42
66 C 3.693 2.071 0.652  -0.57
67 C 3.340 3.311 1.151  -0.65
68 C 2.016 3.709 1.056  -0.97
69 C 1.117 2.834 0.476  -0.87
70 N 1.449 1.639 -0.016  1.59
71 H 3.096 -4.534 -3.214  0.38
72 H 3.956 -3.626 -1.968  0.29
73 H 3.963 -3.052 -3.634  0.31
74 H 0.566 -4.447 -1.555  0.47
75 H 0.048 -3.007 -0.684  -0.06
76 H 1.634 -3.695 -0.351  0.20
77 H 0.300 -3.769 -4.065  0.40
78 H 1.141 -2.500 -4.949  0.31
79 H -0.246 -2.093 -3.953  0.21
80 H 3.856 2.107 -2.464  0.26
81 H 2.164 2.597 -2.451  0.16
82 H 3.087 2.653 -3.951  0.50
83 H 4.682 -0.557 -4.064  0.31
84 H 4.037 0.401 -5.401  0.38
85 H 3.472 -1.248 -5.146  0.30
86 H 1.133 1.425 -5.337  0.39
87 H -0.009 0.857 -4.133  0.01
88 H 0.701 -0.279 -5.274  0.29
89 H 5.302 -1.332 -1.606  0.33
90 H 5.630 -0.374 -0.165  0.42
91 H 5.297 0.423 -1.710  0.36
92 H 3.419 -2.615 0.585  0.35
93 H 1.974 -1.753 1.137  0.06
94 H 3.573 -1.205 1.631  0.42
95 H 4.722 1.737 0.702  0.46
96 H 4.082 3.961 1.598  0.45
97 H 1.679 4.670 1.420  0.54
98 H 0.074 3.124 0.408  0.60
99 C 1.048 -4.924 4.873  -1.07
100 N 0.023 -4.053 4.305  -0.25
101 C -0.194 -3.878 2.985  0.30
102 S -0.744 -2.378 2.415  -0.27
103 N 0.029 -4.920 2.175  -0.03
104 C -0.011 -6.325 2.553  -1.16
105 H 1.599 -4.366 5.627  0.36
106 H 1.752 -5.226 4.100  0.32
107 H 0.626 -5.813 5.340  0.31
108 H -0.208 -3.231 4.839  0.30
109 H -0.087 -4.708 1.199  0.14
110 H -0.521 -6.441 3.507  0.38
111 H 0.983 -6.767 2.625  0.32
112 H -0.576 -6.870 1.800  0.36

Atoms 1-2, force components in eV/Å:
0.86 -0.09 0.25
-0.27 0.08 -0.43

charge	+1
energy relative to the best compared isomer or geometry (same formula, charge and spin)	35.5	kcal/mol
frontier orbital gap	7.1	eV

---

# 4
The following is a quantum chemistry calculation of a molecular structure, C2H6OS2, from the Open Molecules 2025 dataset.

Each line ends with the Mulliken charge.
Element x y z (Å)
1 O 0.869 -0.554 1.232  -0.52
2 C 0.625 0.524 0.725  0.12
3 C 1.150 0.736 -0.686  -0.95
4 H 0.695 1.405 1.394  0.38
5 H 0.952 -0.219 -1.172  0.27
6 H 2.229 0.890 -0.620  0.30
7 H 0.674 1.542 -1.243  0.32
8 S -2.609 -1.578 -0.467  -0.17
9 S -1.668 0.186 0.414  -0.19
10 H -1.547 -2.247 -0.948  0.17
11 H -1.369 -0.685 1.370  0.27

Atoms 1-2, force components in eV/Å:
-0.19 -0.46 0.63
4.20 -0.02 -0.17

charge	0
energy relative to the best compared isomer or geometry (same formula, charge and spin)	32.8	kcal/mol
frontier orbital gap	8.8	eV

---

# 5
The following is a quantum chemistry calculation of a single C4H7N3 molecule, from the Open Molecules 2025 dataset.

Each line ends with the Mulliken charge.
Element x y z (Å)
1 C -2.221 0.267 -0.147  -1.27
2 C -0.887 -0.420 0.061  -0.21
3 N 0.216 0.547 0.000  -0.23
4 C 1.474 0.001 0.037  0.54
5 N 1.568 -1.275 0.026  -0.64
6 C 2.748 0.735 0.048  0.11
7 N 3.860 1.062 0.068  -0.38
8 H -2.255 0.760 -1.123  0.34
9 H -2.400 1.010 0.638  0.35
10 H -3.033 -0.466 -0.110  0.35
11 H -0.726 -1.178 -0.713  0.29
12 H -0.869 -0.960 1.020  0.26
13 H -0.004 1.508 0.225  0.24
14 H 2.528 -1.590 -0.031  0.24

Atoms 1-2, force components in eV/Å:
-0.03 0.11 0.02
-0.08 -0.03 -0.04

charge	0
SMILES	[H]/N=C(\C#N)NCC
energy relative to the best compared isomer or geometry (same formula, charge and spin)	15.6	kcal/mol
frontier orbital gap	10.5	eV

---

# 6
The following is a quantum chemistry calculation of a molecular structure, C18H14CuN6O7P2, from the Open Molecules 2025 dataset.

Each line ends with the Mulliken charge.
Element x y z (Å)
1 Cu -0.186 -0.245 -0.193  -0.61
2 C 0.087 -0.137 -4.679  -0.50
3 C -0.482 -0.301 -3.413  -0.03
4 N 0.284 -0.277 -2.340  -0.13
5 C 1.598 -0.053 -2.481  0.59
6 C 2.134 0.117 -3.758  -0.16
7 N 1.382 0.065 -4.840  -0.61
8 C 2.376 -0.001 -1.244  0.31
9 C 3.766 0.058 -1.234  -0.63
10 C 4.445 0.087 -0.021  0.85
11 C 3.686 0.095 1.146  -0.78
12 C 2.296 0.052 1.067  0.66
13 N 1.674 -0.015 -0.112  -0.26
14 C 1.443 0.084 2.259  0.45
15 C 1.888 0.315 3.565  -0.19
16 N 1.045 0.370 4.577  -0.61
17 C -0.244 0.218 4.334  -0.38
18 C -0.714 -0.018 3.044  -0.23
19 N 0.140 -0.099 2.049  0.06
20 C 5.913 0.093 0.016  0.28
21 C 6.650 0.859 -0.884  -0.53
22 C 8.032 0.809 -0.815  -0.40
23 N 8.690 0.066 0.055  -0.60
24 C 7.994 -0.660 0.911  -0.41
25 C 6.609 -0.681 0.942  -0.50
26 H -0.501 -0.193 -5.582  0.41
27 H -1.530 -0.517 -3.256  0.43
28 H 3.188 0.283 -3.924  0.37
29 H 4.331 0.049 -2.150  0.67
30 H 4.186 0.147 2.098  0.57
31 H 2.932 0.449 3.812  0.39
32 H -0.905 0.271 5.185  0.40
33 H -1.755 -0.150 2.792  0.44
34 H 6.156 1.496 -1.601  0.51
35 H 8.643 1.388 -1.493  0.38
36 H 8.575 -1.254 1.603  0.37
37 H 6.079 -1.304 1.645  0.49
38 O -4.002 -1.662 -0.105  -0.52
39 P -2.655 -1.197 -0.830  0.75
40 O -2.441 -1.949 -2.082  -0.72
41 O -1.598 -1.260 0.254  -0.44
42 O -2.966 0.345 -1.162  -0.09
43 P -2.293 1.764 -0.735  0.89
44 O -1.950 2.324 -2.220  -0.52
45 O -3.265 2.620 -0.051  -0.76
46 O -0.951 1.525 -0.075  -0.29
47 H -4.422 -2.299 -0.680  0.32
48 H -2.728 2.804 -2.504  0.31

Atoms 1-2, force components in eV/Å:
0.63 -0.12 0.50
-0.03 -0.02 0.22

2S+1	2
charge	0
expectation value of S²	0.753
frontier orbital gap (spin up / spin down)	7.7 / 7.6	eV